# 1
118
Properties=species:S:1:pos:R:3:forces:R:3 method="wB97M-V/def2-TZVPD" total_charge=+3 total_energy_ha=-3927.5225 relative_energy_kcal_mol=0.00 orbital_gap_ev="5.88 / 6.58" multiplicity=3 s_squared=2.04 homo_ev="-15.2 / -15.5"
C 2.71869 -1.32667 -0.88661 0.0 0.2 0.2
H 5.06807 1.63072 -3.39547 0.0 0.0 0.0
H 4.02056 -2.81352 5.45446 0.0 0.0 0.0
N 1.64589 -3.20627 2.08151 0.1 -0.3 -0.3
H -1.69452 -1.12354 4.33431 0.0 0.0 0.0
H -4.11314 5.79910 0.88209 0.0 0.0 0.0
H -2.95209 -5.12437 -0.43988 0.0 0.0 0.0
C 0.55835 2.64575 5.33554 0.0 0.1 0.1
C -2.86315 -2.95420 -2.09751 0.0 0.2 -0.1
N 3.83005 -0.97514 -1.56504 0.2 0.1 -0.3
C 1.39522 -4.75199 -1.35884 0.1 0.1 0.2
N -0.63046 0.02666 3.17278 -0.5 -0.3 0.5
N 1.65965 -2.61196 4.18567 0.1 0.0 0.3
H 2.95492 0.78081 -4.38853 0.0 0.0 0.0
H -2.92357 -4.44700 -4.19944 0.0 0.0 0.0
C -2.09942 -4.25455 -2.23658 0.1 -0.1 0.0
W -0.03333 -0.31942 1.17561 0.6 -1.0 -1.8
C 4.04203 -0.17628 -2.84823 0.0 -0.1 0.1
H 4.71200 -0.63970 -4.83722 0.0 0.0 0.0
C -3.41091 0.06016 0.87991 0.1 0.0 -0.3
H 2.23693 1.03973 -2.79750 0.1 -0.1 -0.1
S 1.14508 -0.55331 -1.00509 0.0 -0.1 0.2
H -2.26384 -6.31229 -1.56723 0.0 0.0 0.0
H 5.73340 -1.35988 -3.60400 0.0 0.0 0.0
H -2.24352 6.07367 -0.71850 0.0 0.0 0.0
C -4.33635 -0.47308 0.00108 -0.1 0.0 -0.1
H 1.98578 5.55694 4.42742 0.0 0.0 0.0
H -0.78414 0.54931 5.11180 0.0 0.0 0.1
H 5.90063 -1.58715 -1.42068 -0.1 0.0 0.0
C 1.29641 2.86295 -1.28408 -0.1 0.1 0.0
H 4.52772 1.60033 -1.70603 0.1 -0.1 -0.1
S -1.10978 -2.40715 0.50040 0.0 0.4 0.4
H -2.10725 0.18731 -0.64362 0.1 0.0 -0.1
S 2.14048 -0.57286 2.30624 -0.3 0.4 -0.4
C -5.02487 -0.08162 2.64911 0.0 0.0 0.0
C 3.76146 3.80426 -0.42861 0.0 0.0 0.1
H 3.44515 -2.42284 7.08073 0.0 0.0 0.0
H -2.07230 1.48606 0.33527 -0.1 0.1 0.0
H 2.66592 -0.20232 6.42677 0.0 0.0 0.0
C -1.95530 -4.59007 -3.72344 0.1 0.0 0.0
C 1.85694 -2.18320 2.91985 -0.2 0.1 0.2
H 3.20408 3.10815 1.51101 0.0 0.1 0.1
O -1.29094 -1.16607 3.44950 -0.1 0.0 0.2
C 2.16341 3.45294 -2.18834 0.0 0.1 0.0
C 1.26083 -4.29968 2.82453 0.0 0.0 -0.1
C 1.26680 -3.93638 4.12354 0.0 0.1 0.1
C 3.38866 3.94658 -1.75570 -0.1 0.1 0.0
P 0.32795 2.23779 1.20312 0.5 0.3 0.4
H -6.31553 -1.25272 -0.24880 0.0 0.0 0.0
H 2.04185 -0.51981 -3.62853 0.0 0.0 0.0
C 0.75132 -2.08634 6.43499 -0.1 0.0 0.0
C 0.30789 -4.94896 -2.12367 -0.2 0.1 0.0
H 2.37241 -5.20451 -1.40684 -0.1 0.1 0.0
C 2.72785 0.30720 -3.43396 -0.1 0.0 0.0
C -3.22066 4.10534 1.85679 0.0 0.0 0.0
H 0.16883 -5.61031 -2.95747 0.0 0.0 0.0
H 4.73169 4.15003 -0.09647 0.0 0.0 0.0
N -0.70015 -4.14125 -1.63925 -0.2 0.0 -0.2
N 1.06625 -3.82592 -0.39582 0.1 0.1 0.2
C 4.95500 0.99823 -2.51325 -0.1 0.0 0.1
H -3.06402 0.73616 2.88461 0.0 0.0 0.0
H 1.88186 3.53179 -3.23086 0.0 0.0 0.0
C 1.63234 2.78791 0.06841 -0.1 0.1 0.1
H 1.54034 4.63654 2.21066 0.1 0.0 0.0
C 1.54246 4.57290 4.34044 0.0 0.1 0.0
N 3.04816 -2.28766 -0.00131 0.1 -0.4 0.1
N -2.09353 0.46582 0.33399 -0.1 -0.2 0.7
H 1.05040 -4.51304 5.00793 0.0 0.1 -0.1
C 0.75912 2.77017 2.91453 -0.1 0.0 0.0
H 3.41956 -0.48866 4.85948 0.0 0.0 0.0
C -3.27014 5.11988 0.90765 0.0 0.0 0.0
C 1.30879 4.03600 3.07849 0.0 0.0 0.0
H 4.91844 -3.24040 0.51230 -0.1 0.0 0.0
H -2.08289 2.50648 2.67059 0.0 0.0 0.0
H -4.01621 3.99404 2.58353 0.0 0.0 0.0
C -2.22534 5.26980 0.00684 0.0 0.0 0.0
H -4.09553 -0.56254 -1.04954 0.0 -0.1 -0.1
H 1.04529 -5.25491 2.37225 0.1 0.1 0.0
C 4.70085 -1.12291 -3.86042 0.0 0.0 0.1
H -6.92836 -0.93525 2.13090 0.1 0.0 0.0
H -1.23721 -3.93358 -4.21876 0.0 0.0 0.0
C -2.13715 3.24601 1.88265 0.0 0.1 0.1
C -2.81864 -5.37564 -1.49477 0.0 0.0 0.1
H 1.35929 4.28261 6.46239 0.0 0.0 0.0
H 0.86440 -2.84030 7.21459 0.0 0.0 -0.1
C -0.40359 0.83379 4.13226 0.1 0.2 0.0
C -5.59677 -0.84231 0.45026 0.0 0.0 -0.1
H 4.13803 -2.05478 -3.94995 0.0 0.1 0.0
C -5.94297 -0.65669 1.77954 0.0 0.0 0.0
H 2.86315 -3.87750 6.27646 0.0 0.0 0.0
C 3.15267 -2.83907 6.11557 0.0 0.0 -0.1
C 4.89780 -1.69497 -1.04779 -0.1 0.1 -0.1
H 1.75146 0.08977 4.94432 0.1 -0.1 0.1
B 2.17632 -3.42112 0.61731 0.0 0.1 0.0
H -3.80341 -5.53218 -1.93737 0.0 0.0 0.0
H 5.95104 0.66657 -2.21587 0.0 0.0 0.0
C 2.00556 -2.00253 5.53782 -0.1 -0.1 -0.1
H 0.34054 2.48892 -1.63535 0.0 0.0 0.0
C 1.18535 3.86925 5.47736 0.0 0.0 0.0
C 4.41564 -2.50531 -0.09301 -0.2 0.1 0.1
H -3.13347 -2.77015 -1.06561 -0.1 0.1 0.1
H 2.90710 -4.37055 0.69245 -0.1 0.1 0.0
H 4.05632 4.43226 -2.45657 0.0 0.0 0.0
H -0.14143 -2.34496 5.86214 0.0 0.0 0.0
C 2.48414 -0.56556 5.41550 0.0 0.0 -0.1
H -5.29896 0.10029 3.68116 0.0 0.0 0.0
H 0.57352 -1.13343 6.93679 0.0 -0.1 0.0
H -2.29023 -2.10779 -2.49166 0.0 0.0 0.0
C -1.13915 4.40002 0.02468 0.0 0.1 -0.1
H -3.78140 -3.04402 -2.67807 0.0 0.0 0.0
C -1.09504 3.36774 0.95885 0.1 -0.1 0.0
C -0.21302 -3.45054 -0.57890 0.2 -0.3 -0.1
H 0.21848 2.11402 6.21860 0.0 0.0 0.0
H -0.33759 4.56134 -0.68385 0.0 -0.1 0.1
C 0.33921 2.08492 4.07411 -0.2 -0.1 0.0
C 2.89075 3.22211 0.48313 0.0 -0.1 0.0
C -3.76092 0.27753 2.20101 0.1 -0.1 0.1
H -1.67085 -5.62803 -3.89540 0.0 0.0 0.0

=====

# 2
118
Properties=species:S:1:pos:R:3:forces:R:3 method="wB97M-V/def2-TZVPD" total_charge=+1 total_energy_ha=-5882.8471 relative_energy_kcal_mol=29.04 orbital_gap_ev="6.56 / 4.86" multiplicity=6 s_squared=8.77 homo_ev="-9.6 / -9.6"
H 0.13434 -7.31377 0.58213 0.1 -0.1 0.0
H -3.34469 -5.26995 1.51586 0.0 0.0 0.0
N 0.47003 -1.97033 2.37337 0.1 0.0 -0.3
Si -0.54121 -4.59582 -1.85085 -0.1 -0.1 0.1
Si -1.86962 -4.17113 -3.74303 0.0 0.1 0.0
H 2.39723 -5.72310 -0.01201 0.0 -0.1 0.1
C 1.56204 2.16117 -2.87208 0.0 0.0 0.0
C -0.09030 -2.99441 3.00944 0.0 0.0 0.1
Si 1.61033 -5.40381 -2.34757 0.0 0.1 0.0
H -5.89328 4.42400 -1.42606 0.0 0.0 0.0
H -2.95858 0.97264 5.88575 0.0 0.0 0.0
C -2.95084 -4.75917 0.63564 0.0 0.0 0.0
C -6.46033 2.66553 -0.34037 0.0 0.0 0.0
H -6.79843 0.74902 0.56228 0.0 0.0 0.0
H 3.74838 -5.41780 -1.10672 0.1 0.0 0.0
H 0.14466 -4.83467 4.07462 0.0 0.0 0.0
N -3.88062 0.88435 3.18283 0.1 -0.1 0.0
Sb -2.35265 0.50639 -2.01079 0.1 -0.1 -0.2
H -3.32137 -6.92889 -1.78067 -0.1 0.0 -0.1
C -3.59940 -3.80593 -3.12525 0.0 0.0 0.0
H 2.23021 4.11067 -3.45680 0.0 0.0 0.0
H -3.78796 -4.51847 -0.01844 -0.1 0.0 -0.1
H -1.96790 3.70783 -2.84480 0.0 0.0 0.0
Te -0.02082 -2.29160 -0.97395 0.4 -0.5 -0.9
N 1.41911 0.15216 1.21849 0.1 0.0 -0.1
S -1.50289 0.52826 4.03102 0.0 0.0 0.0
H 2.63157 -4.81506 3.80427 0.0 0.0 0.0
C 1.39045 -7.22696 -2.70736 0.0 0.0 0.0
H -1.28804 -1.79431 -4.15413 0.0 0.0 0.0
H -4.71352 -0.99692 -3.32598 0.0 0.0 0.0
C 3.09014 1.71892 0.59619 0.0 -0.1 0.1
H 0.22786 -5.73163 1.34843 0.0 0.1 0.0
H 1.66844 -4.70057 -4.72705 0.0 0.0 -0.1
C -4.94106 0.81093 -0.51316 0.0 0.0 0.0
H -7.38189 3.09387 0.02876 0.0 0.0 0.0
H 1.02388 -7.76932 -1.83665 0.0 0.0 0.1
H -4.06751 -4.69478 -2.70338 0.0 -0.1 0.0
C -3.72711 1.99538 4.12137 0.0 0.0 0.0
H -3.46662 2.89844 3.56024 0.0 0.0 0.1
H 4.49080 -1.14296 1.65359 0.0 0.0 0.0
C -2.97419 0.59523 -6.37235 0.1 0.0 0.0
H -4.22679 -3.44743 -3.94201 0.0 0.0 0.0
H -1.54156 1.37543 -4.98886 0.0 0.0 0.0
C 1.38140 3.49734 -3.18839 0.0 0.0 0.0
H -3.58246 -3.03744 -2.35050 0.0 0.1 0.0
C 0.10530 4.04035 -3.16715 0.0 0.1 0.0
H -4.64717 0.84799 2.52380 0.0 0.0 0.0
C 2.26460 -4.49213 -3.83902 0.0 0.0 0.0
C 1.80748 -1.94026 2.24976 0.1 0.0 -0.1
H -0.13680 -2.86600 -4.95031 0.1 0.0 0.0
C -4.74076 -0.73675 -5.44279 0.0 0.0 0.0
C 0.73711 3.66193 0.54597 -0.1 -0.1 0.0
H 2.34640 -7.66754 -2.99448 0.1 0.0 0.0
C 2.35803 -0.72597 1.58811 -0.1 0.0 0.0
H -1.73909 -2.60609 -5.64748 0.0 0.0 0.0
H 1.71601 4.10740 0.45695 0.0 0.0 0.0
C 2.61700 -2.95388 2.74349 -0.1 0.0 0.0
C 0.46724 1.38066 -2.52476 0.1 -0.1 0.0
C 4.07846 0.77745 0.87152 -0.5 -0.1 0.0
C -6.12606 1.35613 -0.03244 0.0 0.0 0.0
C -3.06315 0.21719 -3.99798 -0.1 0.1 0.1
H -2.48671 1.04216 -7.22823 0.0 0.0 0.0
C 0.64588 -4.03158 3.55680 0.0 0.1 0.0
H 2.55154 1.72371 -2.89113 0.0 0.0 0.0
C -4.21262 -0.54742 -4.17626 0.0 0.0 0.0
H 3.29207 -4.79495 -4.04607 0.0 0.0 0.0
C 3.69901 -0.44810 1.41299 0.1 0.0 -0.1
H -3.83659 3.45884 -2.30639 0.0 0.0 0.0
C -1.19038 -2.72747 -4.71147 0.0 0.0 0.0
H 3.68690 -2.91016 2.61737 0.1 0.0 0.0
C -1.64196 3.83074 0.72108 0.0 0.0 0.0
C 0.60621 2.28404 0.66384 0.1 0.0 -0.1
H 0.63632 0.33482 -2.28584 0.0 0.0 0.0
H -5.63723 -1.32828 -5.57166 0.0 0.0 0.0
H -4.53044 -0.30904 -7.53346 0.0 0.0 0.0
C -4.08104 1.55963 -1.31519 0.0 0.0 0.0
C -0.45988 -6.50786 1.01223 0.0 0.1 0.0
C 5.56038 1.10196 0.61398 0.2 0.0 0.2
O 6.28769 0.10400 0.59795 0.1 -0.4 0.0
C -5.62213 3.41228 -1.15516 0.0 0.1 0.0
H -2.11975 -6.61272 -4.17215 0.0 -0.1 0.1
H -1.81748 -7.84348 -1.70750 0.1 0.0 0.0
C -0.82014 1.91434 -2.49434 0.0 0.0 0.1
C -4.11944 -0.16444 -6.54427 0.0 0.0 0.0
S -2.69625 -1.01674 1.73031 -0.3 0.3 0.1
H -2.03723 2.42349 5.43280 0.0 0.0 0.0
H -4.65790 2.16685 4.65845 0.0 0.0 0.0
H -2.55234 -5.65881 -5.58723 0.0 0.0 -0.1
H -0.04378 5.08019 -3.42701 0.0 0.0 0.0
C -2.52768 -7.26633 -1.11597 0.0 0.0 0.1
C 1.77072 1.36920 0.78716 -0.2 0.0 0.0
H -0.32580 5.51653 0.48385 0.0 0.0 0.0
C -0.98761 3.25593 -2.82750 0.0 0.0 0.0
H -1.17124 -2.97628 3.07602 0.0 0.0 0.0
C -2.44555 0.78840 -5.10268 0.1 0.0 0.0
Fe -0.49096 -0.53614 0.75472 -0.2 0.6 1.6
N -0.59335 1.69415 0.77409 0.0 -0.2 -0.1
H 3.41338 2.69090 0.25376 0.0 0.1 0.0
H -2.97171 -7.94271 -0.38353 0.0 0.0 0.0
H 2.26333 -3.41409 -3.67723 0.0 0.1 0.0
C -1.84374 -5.73994 -4.76155 0.0 0.0 0.0
H -4.69487 -0.21491 -0.26488 0.0 0.0 0.0
C -2.79939 0.15433 2.95401 0.0 -0.2 -0.3
C -1.68702 2.45404 0.81125 0.0 0.1 -0.1
H -2.63128 1.93384 0.89317 -0.1 -0.1 0.0
H -2.55898 4.40183 0.74504 0.0 0.0 0.0
H 2.73607 -4.08352 -0.56949 0.0 0.1 0.0
C -2.59527 1.57211 5.05267 0.0 0.1 0.0
H 0.69082 -7.39337 -3.52544 -0.1 0.0 -0.1
C 2.72276 -5.13283 -0.86762 0.0 0.0 0.0
Si -1.69353 -5.84103 -0.23261 0.0 0.0 0.0
H -0.97346 -6.90592 1.88853 0.0 0.0 0.0
H -2.50249 -3.82013 0.96283 0.0 0.0 0.0
C -4.44757 2.86086 -1.64710 0.0 0.0 0.0
H -0.85686 -5.91992 -5.18691 0.1 0.0 0.0
C -0.40438 4.44205 0.57162 0.0 0.0 0.0
O 5.79229 2.30939 0.49340 -0.1 0.4 -0.2
C 2.02335 -4.01407 3.40737 0.0 0.0 0.0